Here is a structure of composition C35H72BN3O24PS5 from the OMol25 dataset. Energies are from the ωB97M-V functional and the def2-TZVPD basis.

Output
- spin multiplicity = 1
- total charge = +1
- Kohn-Sham gap (eV) = 7.2
- total energy (eV) = -155187.847
- HOMO level (eV) = -10.899
- strongest force on any atom (eV Å⁻¹) = 11.40

Structure (XYZ):
```
141
Properties=species:S:1:pos:R:3:forces:R:3
C 8.2343 -4.4766 1.3025 0.394 0.072 -0.711
O 9.0763 -3.2546 1.2793 -2.573 0.020 -0.479
C 8.2768 -2.1446 0.6905 0.574 -0.087 -0.770
C 9.2841 -0.8915 0.2389 -0.399 -0.327 0.375
C 9.1141 0.4031 1.2448 -0.011 0.703 -0.899
C 8.0338 1.4315 0.5449 -0.823 -0.034 -0.112
C 6.4472 0.9513 0.7573 0.492 0.541 -0.225
C 5.4269 1.9671 -0.0532 -0.418 -0.442 0.166
C 4.1743 2.3888 0.9419 -0.255 -0.525 -1.067
C 3.1218 1.0924 1.0401 0.753 0.641 1.252
C 1.7781 1.5590 1.8832 1.007 -0.001 0.759
C 1.1678 0.2949 2.7326 0.982 0.412 -0.130
C 0.1097 -0.6523 1.9254 0.989 -0.919 2.097
N -1.0831 0.0496 1.3217 -3.889 3.731 1.063
C -2.0931 0.7958 1.9439 0.663 -0.806 -0.539
C -2.2553 1.1215 3.5411 1.040 -0.389 0.582
C -3.6085 0.5241 4.2467 0.342 -1.083 0.255
C -4.2412 -0.8093 3.5390 -2.430 0.672 0.371
O -3.5455 -2.0711 3.8342 -1.428 -1.651 -2.823
C -4.1740 -3.1489 3.0014 -5.386 -0.748 -2.288
C -3.2696 -4.4457 2.4556 0.344 1.352 0.419
O -5.4533 -3.1382 2.6006 8.037 0.813 2.879
C -3.1703 1.3558 0.8444 1.320 1.686 -0.040
C -4.6807 1.7985 1.2942 -0.822 -0.789 0.559
C -2.9576 0.4614 -0.5337 -0.288 2.505 3.183
C -3.1585 1.6003 -1.6966 -1.269 -1.105 -0.334
C -1.4020 -0.0229 -0.1545 -0.437 -2.434 -1.241
P -1.6057 -1.9479 -0.3802 -1.180 -1.012 -2.376
N -2.5902 -2.3487 -1.5991 1.717 -0.695 0.731
B -0.2714 0.3336 -1.2856 1.916 1.284 -1.961
O 0.7423 1.4025 -1.2362 -1.192 -2.672 0.297
N -0.2996 -0.5111 -2.5784 0.875 1.252 1.120
C -0.3972 0.3633 -3.8091 0.163 -0.866 -1.292
C 0.9405 -1.3669 -2.7094 0.295 -0.270 -1.592
H 8.0669 -4.7987 0.1869 0.163 0.451 1.991
H 8.8437 -5.3233 1.8359 -1.349 1.813 -0.840
H 7.1783 -4.2628 1.7819 2.110 -0.487 -0.636
H 7.7408 -2.5816 -0.2708 0.996 0.922 1.760
H 7.4317 -1.7856 1.4304 1.749 -0.662 -1.234
H 10.4139 -1.2133 0.1961 -2.395 0.256 0.241
H 8.9733 -0.6240 -0.8669 0.648 -0.273 2.288
H 10.1371 0.9902 1.3776 -2.113 -1.373 -0.378
H 8.7655 0.0789 2.3154 0.581 0.537 -2.086
H 8.1100 2.5451 0.9327 -0.067 -2.316 -0.570
H 8.2312 1.4837 -0.6234 -0.294 -0.165 2.419
H 6.1983 1.0083 1.9137 0.515 -0.235 -2.336
H 6.2849 -0.1541 0.3790 0.399 2.213 0.823
H 4.9591 1.3993 -0.9893 0.994 1.183 1.944
H 5.9993 2.8941 -0.5028 -1.115 -1.759 1.184
H 3.5851 3.2862 0.4737 1.119 -1.565 0.950
H 4.5660 2.6923 2.0237 -0.893 -0.726 -2.353
H 3.7121 0.2883 1.6948 -1.410 1.531 -1.413
H 2.8956 0.6056 0.0010 0.407 1.105 1.914
H 2.1774 2.3356 2.6978 -0.891 -1.695 -1.733
H 0.9892 2.1450 1.2487 1.489 -1.349 1.017
H 0.7974 0.7155 3.7588 0.215 -1.030 -2.007
H 2.1025 -0.4023 2.9915 -2.178 1.351 -0.540
H -0.3304 -1.4237 2.7229 0.945 1.552 -1.957
H 0.7498 -1.2733 1.1389 -1.832 1.587 1.329
H -2.2493 2.2898 3.7667 0.133 -2.448 -1.010
H -1.3405 0.6634 4.1558 -1.893 1.028 -1.714
H -3.2915 0.1984 5.3495 -0.793 0.849 -2.393
H -4.4235 1.3606 4.3233 1.496 -1.851 -0.233
H -5.3422 -0.9288 3.9854 2.347 0.384 -1.084
H -4.3723 -0.7510 2.3783 0.388 0.222 2.155
H -3.6225 -5.4075 3.0212 0.836 1.997 -0.986
H -2.1540 -4.1426 2.6400 -2.010 -1.034 -0.152
H -3.4153 -4.6140 1.2861 -0.051 0.685 2.663
H -2.6967 2.4024 0.5192 -0.609 -1.944 1.014
H -5.4340 0.8753 1.3679 1.777 1.867 -0.202
H -5.1772 2.5425 0.5283 1.388 -1.437 1.513
H -4.6876 2.3013 2.3644 0.169 -0.901 -2.368
H -3.8191 -0.3340 -0.4192 2.145 1.099 -1.010
H -4.2230 2.0997 -1.4898 2.395 -1.089 -0.453
H -2.3736 2.4688 -1.6835 -1.348 -2.030 -0.018
H -3.2600 1.0502 -2.7255 0.402 1.261 1.837
H -2.1639 -2.4063 0.8939 0.713 0.787 -0.593
H -0.2849 -2.5267 -0.4865 -0.877 0.576 0.443
H -2.0490 -2.9553 -2.2828 -0.850 1.139 1.031
H 1.5570 1.1898 -1.7824 -1.692 0.360 0.617
H 0.4955 1.1198 -3.8492 -1.783 -1.017 -0.056
H -1.4536 0.8514 -3.9311 2.225 -0.730 0.451
H -0.2564 -0.3617 -4.7424 -0.358 1.562 1.890
H 0.6575 -2.2547 -3.4555 0.791 1.678 1.807
H 1.7556 -0.7320 -3.2972 -1.168 -1.349 1.401
H 1.3732 -1.7774 -1.7029 -0.875 0.788 -1.884
C -2.3015 6.6095 -3.9703 0.422 0.539 0.101
C -1.3598 6.9705 -2.8245 0.391 -0.319 -0.467
O -2.1632 6.9105 -1.6482 -0.908 -0.212 0.170
S -3.3052 5.7626 -1.8444 0.457 0.699 -0.772
O -2.8396 4.5498 -1.2093 -0.870 1.025 -0.187
O -4.5957 6.3500 -1.5688 1.708 -1.109 0.012
O -3.1501 5.5837 -3.4575 8.254 0.736 7.829
H -2.9284 7.4626 -4.2488 0.002 -0.032 -0.003
H -1.7616 6.2526 -4.8515 -0.216 -0.146 0.192
H -0.9223 7.9647 -2.9425 -0.242 -0.092 0.248
H -0.5590 6.2302 -2.7245 -0.028 0.091 -0.106
C 2.8999 -6.0683 1.7034 0.775 -0.164 -0.573
C 3.5276 -4.6771 1.6894 0.548 -0.467 0.780
O 2.5255 -3.8210 1.1458 -1.448 -0.277 -0.194
S 1.0566 -4.3863 1.5738 0.641 -0.854 -0.059
O 0.6107 -3.6499 2.7357 0.023 -0.738 -1.397
O 0.2572 -4.5317 0.3795 0.731 0.505 1.636
O 1.5340 -5.8666 2.0623 -0.610 1.500 -0.002
H 2.9269 -6.5229 0.7078 0.037 0.035 0.112
H 3.3881 -6.7343 2.4200 -0.313 0.168 -0.004
H 4.4378 -4.6369 1.0862 -0.319 0.131 -0.075
H 3.7494 -4.3346 2.7056 0.056 -0.078 -0.078
C 1.5172 -2.0967 6.8180 -0.196 0.145 -0.506
C 1.8327 -3.3127 5.9510 -0.673 -0.211 0.307
O 3.2560 -3.3908 5.9214 0.393 0.723 0.494
S 3.8465 -2.8372 7.3375 0.694 -0.203 0.596
O 4.1150 -3.9741 8.1897 -0.205 1.745 -1.123
O 4.8282 -1.8159 7.0551 -1.159 -1.510 0.327
O 2.4840 -2.1153 7.8669 0.621 -0.716 -0.343
H 1.6443 -1.1670 6.2541 -0.038 -0.056 -0.011
H 0.5057 -2.1355 7.2311 0.291 -0.043 0.140
H 1.4305 -3.2187 4.9395 0.303 -0.008 0.110
H 1.4535 -4.2323 6.4091 -0.062 0.115 -0.040
C -4.8426 -1.4557 -4.3625 -0.008 0.266 0.607
C -5.3666 -2.5942 -3.4913 0.748 -0.134 0.091
O -6.6553 -2.9036 -4.0170 -0.227 0.616 -1.023
S -6.6513 -2.6298 -5.6250 -0.362 -0.371 -0.316
O -6.4207 -3.8895 -6.2966 -0.441 1.815 0.659
O -7.7593 -1.7595 -5.9430 1.321 -1.307 0.326
O -5.2736 -1.7604 -5.6878 -0.636 -0.765 0.049
H -5.2882 -0.4991 -4.0709 0.030 -0.050 0.038
H -3.7529 -1.3750 -4.3249 -0.194 -0.131 -0.170
H -5.4371 -2.3139 -2.4376 -0.161 -0.095 -0.249
H -4.7389 -3.4862 -3.5892 0.026 0.157 0.095
C -7.0957 4.8045 -6.4733 -0.657 0.361 0.151
C -6.7843 6.1870 -7.0403 -0.291 -0.383 -0.668
O -5.6742 6.6603 -6.2811 0.565 -0.621 0.540
S -4.7484 5.3894 -5.8474 -1.273 -0.147 -0.357
O -3.6570 5.2837 -6.7901 -0.912 0.040 1.588
O -4.5515 5.4345 -4.4171 -7.727 -0.836 -8.005
O -5.8283 4.2160 -6.1860 0.856 0.530 -0.397
H -7.6565 4.8801 -5.5361 0.006 0.023 -0.113
H -7.6527 4.1842 -7.1806 0.305 -0.008 0.117
H -7.6306 6.8727 -6.9546 0.299 -0.008 0.177
H -6.4734 6.1222 -8.0884 -0.120 -0.019 0.071
```
Positions in Å, forces in eV/Å.

Results of the Löwdin charge analysis, in e, for atoms 1 through 5: number 1, C, carries -0.128; number 2, O, carries -0.261; number 3, C, carries -0.222; number 4, C, carries -0.154; number 5, C, carries -0.206